{"formula": "C47H105N4O4P", "method": "the ωB97M-V functional and the def2-TZVPD basis", "elements": ["C", "C", "O", "N", "H", "H", "C", "H", "H", "H", "H", "H", "H", "C", "C", "C", "C", "N", "C", "C", "C", "C", "C", "H", "H", "H", "H", "H", "H", "H", "H", "H", "H", "H", "H", "H", "H", "H", "H", "H", "H", "H", "H", "C", "C", "C", "C", "N", "C", "C", "C", "C", "C", "H", "H", "H", "H", "H", "H", "H", "H", "H", "H", "H", "H", "H", "H", "H", "H", "H", "H", "H", "H", "C", "C", "C", "C", "N", "C", "C", "C", "C", "C", "H", "H", "H", "H", "H", "H", "H", "H", "H", "H", "H", "H", "H", "H", "H", "H", "H", "H", "H", "H", "C", "C", "C", "C", "P", "C", "C", "C", "C", "C", "C", "C", "C", "C", "C", "C", "C", "H", "H", "H", "H", "H", "H", "H", "H", "H", "H", "H", "H", "H", "H", "H", "H", "H", "H", "H", "H", "H", "H", "H", "H", "H", "H", "H", "H", "H", "H", "H", "H", "H", "H", "H", "H", "O", "C", "O", "O", "H"], "positions_angstrom": [[3.856844, -4.070560, 1.931856], [5.309680, -3.758304, 2.303288], [5.633492, -3.177857, 3.312192], [6.316763, -4.725386, 1.600425], [5.686895, -5.314811, 1.075113], [6.928754, -4.394524, 0.868242], [7.348474, -5.407495, 2.539078], [3.513824, -3.874793, 0.915929], [3.147635, -3.645759, 2.642254], [3.706640, -5.147062, 2.013663], [6.769817, -5.784192, 3.382490], [8.050697, -4.614473, 2.796209], [7.773698, -6.301318, 2.082621], [-2.780213, 7.944481, -5.793571], [-3.326056, 7.376254, -4.490690], [-2.274975, 6.828460, -3.562565], [-1.527870, 5.664026, -4.106827], [-0.543167, 4.930463, -3.180950], [0.033886, 3.723455, -3.938464], [0.561504, 2.775021, -2.872824], [-0.475034, 2.904504, -1.787452], [-1.203619, 4.211091, -2.008318], [0.644760, 5.851505, -2.752958], [-1.805552, 8.416170, -5.668482], [-3.433583, 8.706950, -6.217634], [-2.681206, 7.151959, -6.535331], [-4.025724, 6.597558, -4.794352], [-3.870351, 8.151487, -3.951381], [-2.748319, 6.496153, -2.638653], [-1.641948, 7.674618, -3.295367], [-0.847738, 5.977587, -4.898794], [-2.257103, 4.916844, -4.419934], [0.834220, 4.032874, -4.610646], [-0.757215, 3.261279, -4.528928], [1.533955, 3.121712, -2.523175], [0.696376, 1.746630, -3.207986], [-0.040082, 2.779220, -0.795878], [-1.195572, 2.095739, -1.909180], [-1.068392, 4.813185, -1.109824], [-2.281850, 4.175787, -2.164086], [1.317224, 5.243284, -2.148010], [0.298695, 6.634234, -2.077921], [1.066769, 6.327362, -3.638149], [6.750747, -0.169755, 1.778117], [5.454043, 0.661417, 1.418015], [4.405676, 0.368418, 2.503751], [3.288245, 1.500354, 2.372353], [2.024101, 1.263277, 3.144095], [1.130819, 2.544189, 3.112773], [0.198156, 2.456862, 4.333432], [0.983978, 1.760927, 5.387020], [2.190544, 1.120891, 4.673278], [1.246187, 0.162850, 2.497030], [7.060150, -0.055733, 2.817039], [7.553442, 0.236070, 1.162411], [6.549390, -1.218444, 1.559501], [5.124393, 0.633570, 0.379428], [5.811658, 1.690252, 1.459259], [4.909010, 0.495741, 3.462150], [4.039205, -0.644495, 2.336996], [2.907359, 1.649227, 1.361974], [3.750007, 2.422735, 2.724624], [0.529415, 2.607261, 2.205892], [1.792950, 3.405573, 3.200573], [-0.660549, 1.841253, 4.065558], [-0.212113, 3.438190, 4.571674], [0.368339, 1.005313, 5.875017], [1.359748, 2.494491, 6.100303], [2.392465, 0.076424, 4.910781], [3.098534, 1.688104, 4.878014], [0.953384, 0.464363, 1.491318], [0.379446, -0.127459, 3.090816], [1.878056, -0.722349, 2.569488], [3.489251, 0.367180, -5.665672], [4.512122, -0.431828, -6.481822], [5.687551, -0.994683, -5.729883], [5.125785, -1.835702, -4.599388], [6.062191, -2.019659, -3.357516], [5.410268, -3.067567, -2.340117], [5.796467, -4.412213, -2.871861], [6.971567, -4.206218, -3.779650], [7.344973, -2.739321, -3.762828], [6.320678, -0.637549, -2.682038], [3.024224, 1.112191, -6.311282], [4.047632, 0.971957, -4.951137], [2.717765, -0.175928, -5.119831], [4.999987, 0.261638, -7.166798], [3.957511, -1.107273, -7.133193], [6.244347, -0.129911, -5.368984], [6.310384, -1.636246, -6.353239], [4.991089, -2.848843, -4.978200], [4.271718, -1.426874, -4.059453], [5.792426, -2.899776, -1.333188], [4.339003, -2.873198, -2.288025], [5.934503, -4.979044, -1.951126], [4.952427, -4.912290, -3.346860], [7.735182, -4.972938, -3.648737], [6.602336, -4.422991, -4.782040], [8.075923, -2.417065, -3.021242], [7.699350, -2.332416, -4.709907], [6.687306, 0.082486, -3.413641], [7.116009, -0.737332, -1.943395], [5.369434, -0.270139, -2.297029], [-2.177370, -1.239176, -0.325583], [-2.698567, 0.067602, 0.216090], [-4.231283, 0.106634, 0.515069], [-4.443713, -0.861965, 1.642519], [-6.008740, -1.232482, 2.472089], [-5.994538, -2.046727, 4.082161], [-5.030708, -3.192180, 4.097320], [-4.942419, -3.777432, 5.566930], [-3.663402, -4.455009, 5.765280], [-7.099485, 0.265566, 2.523861], [-6.613317, 1.524950, 3.177429], [-7.481893, 2.770590, 2.799674], [-7.132353, 3.389124, 1.432720], [-6.712420, -2.450399, 1.348423], [-7.984139, -3.048561, 1.894315], [-8.641134, -4.006101, 0.951850], [-7.805021, -5.271007, 0.532232], [-2.186679, -2.057135, 0.394810], [-1.105682, -1.186129, -0.517327], [-2.591007, -1.549305, -1.285180], [-2.622718, 0.881607, -0.504858], [-2.158250, 0.417325, 1.095769], [-4.724078, -0.193723, -0.409619], [-4.601108, 1.105935, 0.744683], [-3.869741, -0.509109, 2.499344], [-4.093165, -1.880334, 1.474752], [-7.006429, -2.363683, 4.334589], [-5.724227, -1.272171, 4.799859], [-4.076491, -2.786920, 3.760659], [-5.299902, -4.010894, 3.429976], [-5.837892, -4.395211, 5.634550], [-5.059102, -3.000457, 6.322451], [-3.456407, -4.724086, 6.801064], [-2.877623, -3.752669, 5.487110], [-3.544403, -5.385447, 5.210097], [-8.026681, 0.061880, 3.059516], [-7.470965, 0.491167, 1.524254], [-5.571699, 1.787598, 2.992619], [-6.627220, 1.445818, 4.264469], [-7.450453, 3.538344, 3.572775], [-8.516891, 2.430880, 2.838017], [-6.076965, 3.606400, 1.268230], [-7.615471, 4.360066, 1.323337], [-7.571865, 2.778320, 0.644155], [-5.985471, -3.252518, 1.220932], [-6.838732, -1.872912, 0.432643], [-8.662653, -2.250498, 2.195695], [-7.842697, -3.523821, 2.864998], [-8.734191, -3.493094, -0.005374], [-9.673204, -4.139064, 1.276267], [-6.769185, -5.023057, 0.300549], [-8.290534, -5.858350, -0.247128], [-7.773806, -5.978205, 1.361079], [1.025776, -0.460489, -0.908806], [2.251594, -0.705430, -1.226099], [2.846571, -1.538266, -0.620734], [2.606383, -0.040918, -2.240271], [1.172541, 0.083803, -1.685860]], "forces_ev_per_angstrom": [[0.1441, -0.2174, -0.3057], [-0.5351, 0.2468, 3.1456], [-0.0628, -1.0252, -2.9465], [0.4007, -0.0999, 0.0735], [-0.0012, -1.1330, 0.1582], [0.0391, 1.2234, -0.3375], [-1.3449, -0.2136, 0.4711], [0.4141, 0.4415, -0.1311], [0.4400, 0.3134, -0.0024], [0.2519, -0.2991, 0.2264], [0.2653, 0.3652, 0.2394], [-0.0093, -0.3942, 0.1237], [0.1557, 0.4475, -0.4923], [0.2740, 0.0948, -0.2249], [-0.5131, 0.1357, -0.8128], [0.1617, 0.3743, 1.4563], [1.0068, -0.2360, -0.3889], [0.6448, -0.5680, 0.1146], [0.6524, 0.1257, -0.4445], [0.3656, 0.5646, -0.0862], [-0.7591, -1.2735, 0.1042], [0.3473, 1.7052, 1.0603], [-1.3953, -0.5236, 0.3888], [0.1062, 0.0702, 0.0582], [-0.0686, -0.1459, 0.0615], [0.1092, 0.0671, -0.1242], [-0.3043, -0.0741, 0.4047], [-0.0672, -0.1472, 0.0437], [-0.2394, 0.1090, 0.2363], [0.3751, -0.1119, 0.0460], [-0.4317, -0.1658, -0.4973], [0.2640, -0.1620, -0.2852], [-0.2551, 0.2948, -0.0841], [-0.1399, 0.1917, 0.1164], [0.0914, -0.0174, -0.0575], [-0.1285, 0.1617, -0.3485], [-0.1405, 0.3106, 0.0888], [-0.0488, -0.0992, 0.1183], [-0.1279, 0.3922, -0.1941], [0.1757, -0.3403, -0.3388], [0.2339, 0.0234, -0.5178], [-0.4149, -0.0504, -0.2128], [0.1327, -0.4032, 0.0614], [-1.0203, 0.6967, -1.3163], [1.7172, 0.1570, 1.4159], [-0.9981, 1.8633, -1.4074], [0.6480, -1.2415, 0.5458], [-1.8608, 1.4711, 0.6801], [-0.1938, 0.0434, 0.3930], [-0.5333, -0.0895, -1.7280], [0.7185, -0.4083, 0.5434], [0.7398, -0.1592, -0.3886], [0.3721, -0.5587, 1.0569], [-0.2865, 0.0274, -0.0264], [0.1836, -0.4559, -0.0242], [0.3773, -0.1331, 0.0348], [-0.2209, -0.8914, -0.0212], [-0.2918, 0.3395, 0.4772], [-0.2727, -0.3404, 0.0787], [-0.1900, 0.0097, 0.3642], [0.4845, -0.0820, -0.2354], [-0.2277, 0.0530, 0.0074], [0.4803, -0.1513, -0.2623], [0.0973, -0.1184, -0.1083], [-0.1319, 0.0412, -0.1145], [0.2707, -0.0225, 0.1874], [0.2433, 0.1802, 0.2758], [-0.0314, -0.3678, 0.2673], [-0.1252, 0.0382, -0.0325], [-0.0043, -0.0706, 0.1074], [0.1919, -0.2538, 0.1121], [-0.1589, 0.5642, 0.0137], [0.0444, 0.0091, -0.6559], [0.7447, 0.7300, 0.0468], [-0.7195, 0.8111, -1.2887], [-0.5462, -0.5138, 1.0685], [1.0870, -0.5149, 1.7124], [0.1120, 0.0736, 0.7838], [-0.1484, 2.0385, -1.1322], [-1.2341, -0.3853, 1.3053], [0.0838, -0.8216, -1.3814], [0.2257, 0.9246, 0.7110], [-0.0264, -1.1398, -0.9229], [-0.2535, -0.2551, -0.0871], [-0.0029, 0.1136, 0.4071], [0.0827, -0.2599, -0.2123], [-0.3452, 0.1540, -0.2574], [0.3424, -0.4926, 0.1393], [0.2473, -0.1734, 0.0196], [0.0789, 0.3317, -0.1364], [-0.5898, 0.0467, 0.2157], [-0.4180, -0.0184, -0.8200], [0.4258, 0.4606, -0.2062], [0.0423, 0.0833, -0.2319], [0.6691, -0.5756, -0.2633], [0.1241, 0.1218, -0.2611], [0.4274, 0.5918, 0.2234], [0.1220, -0.0297, -0.1726], [0.1469, -0.4570, 0.1236], [-0.1553, -0.1891, -0.0114], [-0.0968, -0.2881, -0.1374], [-0.3615, -0.2085, 0.2036], [0.1393, -0.1702, 0.1825], [1.0970, -0.3421, -0.0467], [-1.3369, 1.2453, -0.3038], [0.5354, -0.7411, -0.5085], [-0.1154, -0.4217, 2.3910], [-2.3371, 0.5321, -1.1219], [0.1744, 0.9975, -0.2234], [0.4927, -0.3317, 1.5174], [-1.4830, 0.9565, -1.5345], [1.5612, -1.0359, 0.6263], [-0.4190, -0.5254, -0.1593], [0.6803, 1.8337, 0.8167], [0.4081, -0.4116, -0.0401], [-0.9364, 0.0399, 0.2745], [0.1075, 0.3175, 0.6895], [-0.4291, 0.2141, 0.8376], [0.2365, -0.3341, -1.9639], [-1.0379, 0.0021, 1.6920], [-0.6323, -0.0870, -0.0054], [0.0276, 0.3784, -0.0892], [-0.4640, -0.0050, 0.2282], [0.5855, -0.0774, -0.3505], [0.1348, -0.1904, 0.2096], [-0.2451, -0.1519, 0.0515], [0.2185, 0.0162, 0.1736], [0.6117, 0.1572, 0.0752], [0.2945, 0.1075, -0.4327], [-0.1531, 0.2425, -0.2430], [0.1455, -0.0871, 0.2886], [0.4419, -0.2986, 0.1694], [-0.1332, 0.0985, -0.1376], [0.1552, -0.3387, 0.3799], [-0.0549, 0.2976, -0.1955], [-0.2327, 0.0411, 0.0993], [0.3161, -0.1355, -0.1129], [-0.0269, 0.1086, -0.2767], [-0.0271, -0.7672, 0.0527], [0.3860, -0.2068, -0.4129], [0.2636, -0.1593, -0.4664], [-0.2310, -0.3068, 0.1108], [0.4234, -0.1437, 0.1206], [-0.2003, 0.1245, -0.3355], [0.1589, -0.4360, 0.1182], [-0.1684, -0.0078, 0.1225], [0.4258, -0.0637, -0.2808], [0.2629, 0.2147, -0.2704], [-0.2127, -0.4034, -0.3969], [-0.3637, 0.2092, -0.4647], [0.5469, -0.3975, -0.0375], [-0.3178, 0.4180, -0.0975], [0.1742, -0.7864, 0.0305], [-0.1489, 0.0372, -0.3715], [0.1561, 0.4810, -0.3066], [0.1850, -0.0146, 0.2566], [-0.8842, 0.0054, 1.1703], [-0.7612, -0.2307, -0.0932], [3.3130, -2.1851, 1.1448], [2.3690, -0.4299, -0.3317], [-3.8263, 2.8824, -1.8610]], "lowdin_spin": [0.000, 0.000, 0.000, 0.000, 0.000, 0.000, 0.000, 0.000, 0.000, 0.000, 0.000, 0.000, 0.000, 0.000, 0.000, 0.000, 0.000, 0.000, 0.000, 0.001, 0.000, 0.000, 0.000, 0.000, 0.000, 0.000, 0.000, 0.000, 0.000, 0.000, 0.000, 0.000, 0.000, 0.000, 0.000, 0.001, 0.000, 0.000, 0.000, 0.000, 0.000, 0.000, 0.000, 0.000, 0.000, 0.000, 0.000, 0.000, 0.000, 0.000, 0.000, 0.000, 0.000, 0.000, 0.000, 0.000, 0.000, 0.000, 0.000, 0.000, 0.000, 0.000, 0.000, 0.000, 0.000, 0.000, 0.000, 0.000, 0.000, 0.000, 0.000, 0.000, 0.000, 0.000, 0.000, 0.000, 0.000, 0.000, 0.000, 0.000, 0.000, 0.000, -0.001, 0.000, 0.000, 0.000, 0.000, 0.000, 0.000, 0.000, 0.000, 0.000, 0.000, -0.001, 0.000, 0.000, 0.000, 0.000, 0.000, 0.000, 0.000, 0.000, -0.001, 0.000, 0.000, 0.000, 0.000, 0.000, 0.000, 0.000, 0.000, 0.000, 0.000, 0.000, 0.000, 0.000, 0.000, 0.000, 0.000, 0.000, 0.000, 0.000, 0.000, 0.000, 0.000, 0.000, 0.000, 0.000, 0.000, 0.000, 0.000, 0.000, 0.000, 0.000, 0.000, 0.000, 0.000, 0.000, 0.000, 0.000, 0.000, 0.000, 0.000, 0.000, 0.000, 0.000, 0.000, 0.000, 0.000, 0.000, 0.000, 0.000, 0.000, 0.000, 0.000, 0.000, 0.072, 0.022, 0.445, 0.458, 0.007], "s_squared": 0.759, "total_energy_ev": -73830.168, "spin_multiplicity": 2, "charge": 5, "orbital_gap_ev": [7.748, 3.162], "largest_force_ha_per_bohr": 0.0999}